# 1
C3H5N3O4 | ωB97M-V with the def2-TZVPD basis set

Positions of all 15 atoms, in Å:
C: -2.3640 -0.0996 1.1938
C: -0.7564 0.1970 -0.2192
C: 1.5375 -0.2421 -0.0310
N: -2.7537 0.7709 2.0894
N: -0.9720 0.6551 -1.3336
N: -3.1227 -1.2461 0.8937
O: -2.7896 -1.9830 0.0006
O: -4.1159 -1.3881 1.5729
O: -2.2242 1.8023 2.3312
O: 0.1902 -0.2800 0.4127
H: 1.9930 0.7316 -0.4193
H: 1.4908 -0.9858 -0.9470
H: 2.1086 -0.5243 0.7444
H: -3.5293 0.3890 2.6381
H: -2.0198 0.5369 -1.3218

- molecular weight (g mol⁻¹) = 147.1
- lowest unoccupied orbital energy (alpha / beta) (Ha) = -0.028 / -0.028
- energy relative to the best compared isomer or geometry (same formula, charge and spin) (kcal/mol) = 218.4
- HOMO (alpha / beta) (eV) = -9.7 / -9.7

# 2
C2H6N3S | ωB97M-V with the def2-TZVPD basis set

Positions of all 12 atoms, in Å:
C: 0.0951 0.6244 -2.0505
C: -0.5571 0.4147 0.1321
N: -0.8173 0.4815 -1.1446
N: 1.5499 0.4263 -0.0874
N: -0.8412 -0.6950 0.8305
S: 1.7281 0.7527 -1.8648
H: -0.3330 0.7842 -3.0431
H: -0.6735 1.2450 0.7196
H: 1.5432 1.1457 0.5548
H: 2.2538 -0.0570 0.3405
H: -1.3077 -1.4587 0.3589
H: -1.1174 -0.6828 1.8499

- molecular weight (g mol⁻¹) = 104.2
- lowest unoccupied orbital energy (Ha) = -0.151
- total charge = +1
- energy relative to the best compared isomer or geometry (same formula, charge and spin) (kcal/mol) = 45.1
- HOMO (eV) = -14.6

# 3
C2H11NO2 | ωB97M-V with the def2-TZVPD basis set

Positions of all 16 atoms, in Å:
C: -2.0984 0.4130 -1.4937
N: -1.8332 0.6960 -0.0877
C: -0.4743 1.0969 0.1957
H: -1.8712 1.2547 -2.1427
H: -1.6085 -0.4970 -1.8545
H: -3.1704 0.2085 -1.5641
H: -1.9550 -0.1733 0.4068
H: 0.2773 0.4560 -0.3010
H: -0.3112 1.1575 1.2687
H: -0.3116 2.0953 -0.2354
H: 0.3264 -2.0843 -0.4335
H: 1.4805 -1.3183 0.1152
O: 1.1238 -2.1997 0.1241
H: 3.3592 -0.8263 2.5956
H: 3.8692 -0.2064 1.3750
O: 3.1973 -0.0727 2.0312

- molecular weight (g mol⁻¹) = 81.1
- lowest unoccupied orbital energy (Ha) = 0.026
- structure (SMILES) = CNC.O.O
- energy relative to the best compared isomer or geometry (same formula, charge and spin) (kcal/mol) = 24.5
- HOMO (eV) = -9.0

# 4
C22H25BaN6S | ωB97M-V with the def2-TZVPD basis set

Positions of all 55 atoms, in Å:
Ba: 0.6226 1.8535 -0.7197
C: 5.8614 0.1043 0.7987
C: 5.3576 1.3332 0.4072
C: 4.0302 1.6525 0.6622
C: 3.1840 0.7511 1.3132
C: 3.7027 -0.4887 1.6978
C: 5.0280 -0.7997 1.4443
N: 1.8264 1.1097 1.4138
C: 1.0681 0.9069 2.4767
C: 1.5356 0.3900 3.7373
C: 0.6686 0.0848 4.7315
C: -0.7421 0.2616 4.5942
C: -1.2277 0.8341 3.4693
C: -0.3478 1.2296 2.4160
N: -0.7882 1.9384 1.3388
N: -2.0372 2.2359 1.2887
C: -2.4227 2.9903 0.1661
C: -3.7015 3.5550 0.2348
C: -4.1449 4.3344 -0.8061
C: -3.3246 4.5324 -1.9181
C: -2.0965 3.9151 -1.9261
N: -1.6391 3.1592 -0.9115
H: 6.8943 -0.1501 0.6050
H: 6.0008 2.0510 -0.0841
H: 3.6624 2.6440 0.4110
H: 3.0534 -1.2208 2.1594
H: 5.4107 -1.7651 1.7479
H: 2.5960 0.2522 3.8850
H: 1.0598 -0.3005 5.6647
H: -1.4012 -0.0307 5.3988
H: -2.2817 1.0292 3.3437
H: -4.2971 3.3733 1.1164
H: -5.1235 4.7935 -0.7589
H: -3.6371 5.1366 -2.7560
H: -1.4349 4.0275 -2.7794
C: -2.0518 -4.2901 -1.9942
N: -1.9798 -2.9096 -1.5204
C: -3.0290 -2.5450 -0.5768
C: -0.8480 -2.1873 -1.6094
S: -0.4348 -1.0699 -0.3968
N: -0.0475 -2.4347 -2.6710
C: -0.5925 -2.8037 -3.9730
C: 1.3254 -1.9666 -2.6990
H: -2.3874 -4.9121 -1.1639
H: -1.0690 -4.6327 -2.3054
H: -2.7525 -4.3992 -2.8229
H: -3.9690 -2.9541 -0.9453
H: -3.1077 -1.4653 -0.5013
H: -2.8232 -2.9523 0.4158
H: -1.6777 -2.7555 -3.9511
H: -0.2829 -3.8035 -4.2791
H: -0.2321 -2.0872 -4.7134
H: 1.7610 -2.0092 -1.7048
H: 1.3909 -0.9384 -3.0778
H: 1.8936 -2.6069 -3.3727

- molecular weight (g mol⁻¹) = 542.9
- lowest unoccupied orbital energy (alpha / beta) (Ha) = -0.130 / -0.130
- total charge = +1
- HOMO (alpha / beta) (eV) = -9.4 / -9.4